30
Properties=species:S:1:pos:R:3 method="wB97M-V/def2-TZVPD" total_charge=0 relative_energy_kcal_mol=15.9 homo_lumo_gap_ev=9.32 smiles="CC(C)(C)B1C=Cc2ccccc2N1" homo_ev=-8.8
C -0.591 -2.448 -1.407
C -0.534 -2.230 0.052
C 0.365 -3.334 0.604
C -2.064 -2.265 0.503
B 0.005 -0.622 0.359
C 0.098 -0.064 1.789
C 0.483 1.257 1.921
C 0.568 2.148 0.711
C 1.036 3.500 0.889
C 1.245 4.281 -0.216
C 0.796 3.818 -1.421
C 0.455 2.495 -1.612
C 0.444 1.597 -0.518
N 0.128 0.297 -0.673
H -1.427 -1.924 -2.019
H -0.563 -3.524 -1.727
H 0.306 -2.035 -1.894
H 0.870 -2.893 1.487
H 1.146 -3.788 -0.142
H -0.308 -4.165 0.817
H -2.381 -1.257 0.289
H -2.722 -2.988 -0.004
H -2.108 -2.404 1.565
H 0.064 -0.715 2.647
H 0.227 1.658 2.938
H 1.230 3.757 1.952
H 1.692 5.208 -0.274
H 0.833 4.478 -2.382
H 0.269 2.240 -2.613
H 0.438 -0.078 -1.624

35
Properties=species:S:1:pos:R:3 method="wB97M-V/def2-TZVPD" total_charge=-1 homo_lumo_gap_ev=5.15 homo_ev=-3.0
C 2.073 3.389 5.067
C 1.472 3.429 3.573
Br -0.342 2.644 3.212
C 2.219 3.984 2.507
Br 1.441 3.975 0.659
C 3.661 4.572 2.746
Cl 3.387 6.409 3.016
H 1.357 2.821 5.709
H 2.349 4.427 5.436
H 3.053 2.794 4.952
H 4.087 4.194 3.722
O 1.763 -1.600 -2.185
C 1.008 -0.729 -1.837
O 0.555 -0.584 -0.566
C -0.410 0.480 -0.520
C -0.115 1.334 -1.730
C 0.394 0.317 -2.732
H -1.412 0.042 -0.553
H -0.299 1.038 0.411
H -0.981 1.898 -2.080
H 0.680 2.048 -1.496
H -0.421 -0.137 -3.302
H 1.139 0.746 -3.400
O -3.390 -1.681 -1.177
C -2.918 -2.728 -1.528
O -3.084 -3.256 -2.771
C -2.484 -4.557 -2.819
C -1.467 -4.568 -1.700
C -2.108 -3.661 -0.669
H -3.268 -5.308 -2.677
H -2.022 -4.711 -3.795
H -1.247 -5.570 -1.328
H -0.529 -4.124 -2.047
H -2.781 -4.209 -0.005
H -1.361 -3.115 -0.093

36
Properties=species:S:1:pos:R:3 method="wB97M-V/def2-TZVPD" total_charge=+2 relative_energy_kcal_mol=0.0 spin_multiplicity=7 homo_lumo_gap_ev="7.93 / 8.20" homo_ev="-16.0 / -16.0"
C -5.163 -2.703 -0.646
C -4.016 -1.777 -0.420
H -5.194 -3.064 -1.674
H -6.130 -2.220 -0.430
H -5.074 -3.581 0.016
O -3.064 -1.477 -1.188
Cl -4.034 -1.093 1.202
Tb -0.910 -0.024 -0.431
P 1.472 -1.798 0.434
C 2.828 -2.628 -0.453
C 2.230 -1.839 2.097
H -0.473 -2.991 1.308
H 1.008 -4.004 1.070
H -0.036 -3.546 -0.334
C 0.361 -3.230 0.638
H 1.510 -1.498 2.847
H 2.533 -2.880 2.279
H 3.071 -3.535 0.121
H 3.689 -1.948 -0.511
H 3.104 -1.178 2.128
H 2.499 -2.864 -1.471
C 1.265 0.029 -1.681
O 2.268 0.173 -2.256
Cl -0.622 0.367 1.976
N 2.016 5.975 2.269
C 1.586 5.274 1.434
C 1.005 4.464 0.374
C 0.557 5.085 -0.802
C 0.011 4.324 -1.823
C -0.133 2.948 -1.603
N 0.127 2.369 -0.407
C 0.794 3.086 0.547
H 0.642 6.168 -0.899
H -0.330 4.759 -2.770
H -0.480 2.283 -2.413
H 1.082 2.576 1.472

36
Properties=species:S:1:pos:R:3 method="wB97M-V/def2-TZVPD" total_charge=+1 homo_lumo_gap_ev=2.32 homo_ev=-12.2
C 3.513 0.957 0.351
C 2.929 1.793 -0.815
C 1.455 2.184 -0.604
C 0.387 1.086 -0.912
Cl 1.133 -0.483 -1.442
C -0.404 1.542 -2.084
N -1.168 1.772 -2.901
C -0.570 0.802 0.286
C 0.291 0.397 1.423
N 0.787 0.089 2.409
C -1.258 2.170 0.678
C -0.746 2.744 2.012
O -0.065 3.720 2.043
C -1.684 -0.227 -0.055
C -1.719 -1.487 0.838
C -0.757 -2.593 0.393
Cl -1.260 -3.260 -1.217
H 3.109 1.389 1.269
H 4.596 1.075 0.407
H 3.258 -0.098 0.274
H 3.492 2.732 -0.792
H 3.136 1.353 -1.791
H 1.267 3.037 -1.261
H 1.374 2.579 0.411
H -2.338 2.071 0.783
H -1.067 2.951 -0.059
H -1.008 2.287 2.985
H -1.508 -0.576 -1.077
H -2.683 0.202 -0.068
H -1.627 -1.287 1.906
H -2.717 -1.921 0.707
H -0.863 -3.429 1.086
H 0.286 -2.291 0.397
O -3.321 -6.227 -0.720
V -2.374 -6.923 -1.916
O -1.876 -8.131 -2.943

36
Properties=species:S:1:pos:R:3 method="wB97M-V/def2-TZVPD" total_charge=0 relative_energy_kcal_mol=2.9 homo_lumo_gap_ev=9.84 smiles="CC[C@@](C)(NS(=O)(=O)OCC(Cl)(Cl)Cl)c1ccccc1" homo_ev=-9.3
C 1.924 -2.532 -1.356
C 0.612 -2.348 -0.595
C 0.547 -1.043 0.217
C 1.719 -0.979 1.200
N 0.589 0.094 -0.729
S 1.773 1.227 -0.679
O 1.695 1.979 0.528
O 3.031 0.722 -1.110
O 1.250 2.171 -1.894
C 0.558 3.350 -1.592
C -0.925 3.222 -1.940
Cl -1.102 2.698 -3.619
Cl -1.693 4.803 -1.739
Cl -1.722 2.046 -0.879
C -0.758 -0.882 0.994
C -0.976 0.334 1.638
C -2.140 0.563 2.347
C -3.110 -0.423 2.429
C -2.902 -1.633 1.795
C -1.736 -1.861 1.080
H 2.719 -2.847 -0.686
H 2.241 -1.609 -1.838
H 1.804 -3.298 -2.118
H 0.481 -3.190 0.086
H -0.223 -2.350 -1.301
H 1.649 -0.094 1.824
H 1.698 -1.860 1.838
H 2.662 -0.937 0.664
H 0.466 -0.197 -1.686
H 0.994 4.160 -2.188
H 0.672 3.568 -0.524
H -0.226 1.107 1.569
H -2.292 1.514 2.836
H -4.020 -0.247 2.982
H -3.651 -2.410 1.852
H -1.610 -2.816 0.595

39
Properties=species:S:1:pos:R:3 method="wB97M-V/def2-TZVPD" total_charge=0 relative_energy_kcal_mol=0.0 homo_lumo_gap_ev=7.83 smiles="O=C1C=C(O)C(=O)C=C1O.ClC(Cl)Cl.ClC(Cl)Cl.CCOCC" homo_ev=-9.6
O -0.662 -4.883 6.143
C 0.325 -4.248 6.481
C 1.607 -4.934 6.436
C 2.845 -4.343 6.638
O 4.018 -5.084 6.523
C 2.953 -2.900 6.997
O 4.035 -2.333 7.151
C 1.637 -2.230 7.121
C 0.473 -2.828 6.871
O -0.648 -2.127 6.980
H 1.694 -5.990 6.228
H 4.778 -4.498 6.547
H 1.732 -1.228 7.513
H -1.399 -2.707 6.834
Cl -0.909 -2.680 -0.417
C -2.699 -2.881 -0.074
Cl -3.575 -2.473 -1.532
Cl -3.054 -1.700 1.222
H -2.906 -3.907 0.232
Cl 5.089 -6.760 -0.180
C 4.331 -7.083 -1.833
Cl 3.955 -8.780 -1.970
Cl 5.470 -6.498 -3.101
H 3.407 -6.517 -1.953
C -0.926 8.751 -5.283
C -1.701 7.741 -6.046
O -1.984 6.584 -5.162
C -2.516 5.507 -5.943
C -3.460 4.576 -5.178
H -0.744 9.582 -5.965
H -1.485 9.135 -4.429
H 0.018 8.259 -5.050
H -2.633 8.084 -6.496
H -1.132 7.433 -6.923
H -3.035 5.974 -6.780
H -1.782 4.824 -6.370
H -3.747 3.869 -5.956
H -4.296 5.244 -4.973
H -3.073 4.047 -4.307

38
Properties=species:S:1:pos:R:3 method="wB97M-V/def2-TZVPD" total_charge=0 homo_lumo_gap_ev=8.95 smiles="CNC(=O)[C@@H](CC(N)=O)NC(C)=O.Clc1cn2ccsc2n1" homo_ev=-8.4
C 0.765 -1.565 -5.025
N 1.494 -2.439 -4.104
C 1.380 -2.562 -2.774
O 2.216 -3.241 -2.191
C 0.270 -1.869 -1.943
C 0.776 -0.529 -1.377
C 1.483 -0.704 -0.044
N 2.576 -1.426 0.016
O 1.030 -0.221 0.973
N -1.001 -1.625 -2.635
C -1.867 -2.533 -3.085
C -1.630 -4.008 -2.834
O -2.850 -2.177 -3.715
H 1.318 -1.477 -5.962
H 0.652 -0.568 -4.595
H -0.220 -1.980 -5.248
H 2.253 -2.977 -4.496
H 0.057 -2.527 -1.097
H 1.453 -0.047 -2.081
H -0.065 0.141 -1.195
H 2.865 -1.983 -0.777
H 2.976 -1.542 0.929
H -1.261 -0.669 -2.815
H -1.498 -4.185 -1.769
H -0.753 -4.340 -3.385
H -2.500 -4.565 -3.180
Cl -1.348 0.927 3.706
C -0.987 2.387 4.586
C -1.544 3.612 4.295
N -0.990 4.459 5.223
C -1.074 5.809 5.536
C -0.251 6.102 6.610
S 0.629 4.687 7.233
C -0.152 3.720 6.002
N -0.107 2.455 5.671
H -2.253 3.835 3.506
H -1.696 6.528 5.009
H -0.148 7.096 7.037